*1*
Entry from the OMol25 dataset: a molecular structure, C4H9NO (ωB97M-V with the def2-TZVPD basis set).

Geometry as ORCA input:
```
! wB97M-V def2-TZVPD RIJCOSX def2/J DEFGRID3
* xyz 0 1
C -0.67 -1.29 0.47
C -0.31 0.15 0.15
C -1.36 1.18 0.36
C 0.90 0.41 -0.61
O 1.13 1.27 0.42
N 1.84 -0.68 -0.67
H -1.57 -1.40 1.08
H 0.17 -1.85 0.88
H -0.87 -1.77 -0.50
H 0.65 0.78 -1.61
H -1.11 2.09 -0.18
H -2.37 0.83 0.15
H -1.31 1.41 1.43
H 2.41 -0.56 -1.50
H 2.47 -0.57 0.13
*
```

As for the orbital gap: 9.7 eV. The LUMO energy is 0.69 eV. The HOMO energy is -9.01 eV.

=====

*2*
Entry from the OMol25 dataset: a single C4H9NO molecule (ωB97M-V with the def2-TZVPD basis set).

Geometry as ORCA input:
```
! wB97M-V def2-TZVPD RIJCOSX def2/J DEFGRID3
* xyz 0 1
C -1.12 1.13 -0.31
N -0.57 -0.05 -0.03
C -1.26 -1.26 0.36
C 0.78 0.04 -0.64
O 1.05 -0.64 -1.64
C 1.80 0.21 0.51
H -1.89 1.51 0.37
H 0.53 1.34 -0.73
H -1.16 1.51 -1.33
H -1.56 -1.83 -0.52
H -2.15 -0.99 0.93
H -0.60 -1.88 0.98
H 1.98 -0.76 0.98
H 1.47 0.93 1.26
H 2.74 0.55 0.06
*
```

As for the orbital gap: 8.1 eV. The LUMO energy is -0.35 eV. The HOMO energy is -8.42 eV.

=====

*3*
Entry from the OMol25 dataset: a single C4H9NO molecule (ωB97M-V with the def2-TZVPD basis set).

Geometry as ORCA input:
```
! wB97M-V def2-TZVPD RIJCOSX def2/J DEFGRID3
* xyz 0 1
C -0.18 2.05 0.09
N 0.47 0.77 -0.08
C -0.20 -0.30 -0.02
C -1.67 -0.51 0.24
O 0.41 -1.50 -0.15
C 1.82 -1.46 -0.34
H -1.24 2.07 -0.22
H -0.14 2.37 1.14
H 0.35 2.80 -0.50
H -2.26 0.36 -0.06
H -2.02 -1.39 -0.30
H -1.83 -0.67 1.31
H 2.09 -0.82 -1.18
H 2.12 -2.49 -0.53
H 2.32 -1.07 0.56
*
```

As for the orbital gap: 10.6 eV. The LUMO energy is 1.06 eV. The HOMO energy is -9.50 eV.

=====

The winner here is *3*, beating the second structure by 1.933 eV.

=====

*1*
Entry from the OMol25 dataset: a single C4H9NO molecule (ωB97M-V with the def2-TZVPD basis set).

Geometry as ORCA input:
```
! wB97M-V def2-TZVPD RIJCOSX def2/J DEFGRID3
* xyz 0 1
C -0.87 1.45 0.38
C -0.52 -0.11 0.25
C -0.70 -0.67 -1.20
C 0.84 -0.36 0.90
N 1.84 -0.72 -0.02
O 1.10 -0.24 2.07
H -0.88 1.52 1.50
H -0.15 2.21 -0.02
H -1.94 1.77 0.21
H -1.18 -0.65 1.01
H -1.78 -0.77 -1.37
H -0.11 -1.64 -1.24
H -0.27 0.14 -1.89
H 1.79 -1.12 -0.97
H 2.83 -0.80 0.38
*
```

As for the orbital gap: 10.8 eV. The LUMO energy is 0.91 eV. The HOMO energy is -9.88 eV.

=====

*2*
Entry from the OMol25 dataset: a single C4H9NO molecule (ωB97M-V with the def2-TZVPD basis set).

Geometry as ORCA input:
```
! wB97M-V def2-TZVPD RIJCOSX def2/J DEFGRID3
* xyz 0 1
C -1.98 0.12 -0.36
C -0.64 0.54 0.23
O -0.70 0.42 1.63
C 0.51 -0.30 -0.34
C 1.90 0.21 -0.41
N 1.50 -0.71 0.65
H -2.78 0.72 0.08
H -1.99 0.27 -1.45
H -2.17 -0.93 -0.14
H -0.45 1.60 -0.04
H 0.16 0.05 1.90
H 0.23 -1.04 -1.10
H 2.10 1.23 -0.07
H 2.55 -0.14 -1.20
H 1.85 -1.65 0.48
*
```

As for the orbital gap: 10.9 eV. The LUMO energy is 1.03 eV. The HOMO energy is -9.89 eV.

=====

The winner here is *1*, beating the second structure by 0.970 eV.

=====

*1*
Entry from the OMol25 dataset: a single C4H9NO molecule (ωB97M-V with the def2-TZVPD basis set).

Geometry as ORCA input:
```
! wB97M-V def2-TZVPD RIJCOSX def2/J DEFGRID3
* xyz 0 1
C -0.90 -0.54 -1.68
C -0.29 -0.59 -0.32
C -0.96 0.21 0.72
N 0.42 0.59 0.10
C 1.62 0.40 1.29
O 2.53 -0.36 0.91
H -0.14 -0.71 -2.45
H -1.39 0.42 -1.86
H -1.66 -1.32 -1.74
H 0.24 -1.49 -0.01
H -1.77 0.90 0.52
H -1.03 -0.25 1.72
H 0.73 1.17 -0.69
H 0.82 0.07 2.01
H 1.78 1.49 1.48
*
```

As for the orbital gap: 8.5 eV. The LUMO energy is 0.73 eV. The HOMO energy is -7.79 eV.

=====

*2*
Entry from the OMol25 dataset: 2 unconnected molecules or ions with the total composition C4H9NO (ωB97M-V with the def2-TZVPD basis set).

Geometry as ORCA input:
```
! wB97M-V def2-TZVPD RIJCOSX def2/J DEFGRID3
* xyz 0 1
C 2.26 -0.12 0.30
C 1.00 -0.03 -0.51
C -0.04 -0.89 -0.25
O -0.24 -1.84 0.49
N -1.29 -0.23 -0.82
C -2.35 -0.18 -0.11
H 3.09 -0.57 -0.26
H 2.60 0.88 0.63
H 2.09 -0.73 1.19
H -0.30 1.33 0.79
H 0.91 0.74 -1.27
H -1.19 0.40 -1.61
H -3.15 0.51 -0.36
H -2.39 -0.82 0.76
H -0.98 1.55 1.04
*
```

As for the orbital gap (spin up / spin down): 7.2 / 7.2 eV. The LUMO energy (spin up / spin down) is -0.21 / -0.21 eV. The HOMO energy (spin up / spin down) is -7.39 / -7.38 eV.

=====

The winner here is *2*, beating the second structure by 0.204 eV.

=====

*1*
Entry from the OMol25 dataset: a single C4H9NO molecule (ωB97M-V with the def2-TZVPD basis set).

Geometry as ORCA input:
```
! wB97M-V def2-TZVPD RIJCOSX def2/J DEFGRID3
* xyz 0 1
C 1.74 -0.10 -0.03
C 0.85 0.67 -1.00
N -0.46 1.11 -0.51
O -0.43 1.24 0.98
C -1.36 0.42 0.35
C -1.45 -1.04 0.59
H 2.77 -0.04 -0.38
H 1.46 -1.15 0.05
H 1.66 0.36 0.96
H 0.76 0.16 -1.97
H 1.31 1.64 -1.23
H -2.32 0.92 0.29
H -0.49 -1.53 0.74
H -1.96 -1.47 -0.29
H -2.08 -1.20 1.47
*
```

As for the orbital gap: 10.2 eV. The LUMO energy is 1.08 eV. The HOMO energy is -9.15 eV.

=====

*2*
Entry from the OMol25 dataset: a single C4H9NO molecule (ωB97M-V with the def2-TZVPD basis set).

Geometry as ORCA input:
```
! wB97M-V def2-TZVPD RIJCOSX def2/J DEFGRID3
* xyz 0 1
C -1.22 -0.56 0.39
N -0.15 0.17 -0.25
C -0.62 1.51 -0.58
C 1.15 -0.52 -0.57
C 1.65 -0.85 0.83
O 1.77 0.02 1.65
H -2.01 -0.83 -0.33
H -1.73 0.03 1.17
H -0.87 -1.47 0.88
H -1.11 1.98 0.30
H 0.16 2.21 -0.89
H -1.41 1.50 -1.36
H 1.85 0.16 -1.08
H 1.23 -1.46 -1.19
H 1.74 -1.93 1.12
*
```

As for the orbital gap: 9.0 eV. The LUMO energy is 0.94 eV. The HOMO energy is -8.08 eV.

=====

The winner here is *2*, beating the second structure by 0.929 eV.

=====

*1*
Entry from the OMol25 dataset: a gas-phase ion, C4H11N2OS (charge +1) (ωB97M-V with the def2-TZVPD basis set).

Geometry as ORCA input:
```
! wB97M-V def2-TZVPD RIJCOSX def2/J DEFGRID3
* xyz 1 1
N 2.21 0.40 0.67
C 1.35 1.10 -0.07
O 1.64 2.06 -0.76
C -0.12 0.65 -0.01
N -0.86 1.80 -0.63
C -0.36 -0.68 -0.75
C -0.53 -1.85 0.23
S -2.03 -1.55 1.19
H 3.18 0.69 0.64
H 2.05 -0.51 1.07
H -0.42 0.59 1.04
H -0.15 2.51 -0.88
H -1.56 2.17 0.01
H -1.31 1.52 -1.51
H 0.48 -0.87 -1.41
H -1.29 -0.66 -1.31
H -0.63 -2.77 -0.33
H 0.33 -1.94 0.90
H -1.98 -2.67 1.91
*
```

As for the orbital gap: 9.7 eV. The LUMO energy is -3.24 eV. The HOMO energy is -12.93 eV.

=====

*2*
Entry from the OMol25 dataset: a gas-phase ion, C4H11N2OS (charge +1) (ωB97M-V with the def2-TZVPD basis set).

Geometry as ORCA input:
```
! wB97M-V def2-TZVPD RIJCOSX def2/J DEFGRID3
* xyz 1 1
N 2.03 0.65 1.59
C 1.76 0.65 0.27
O 2.55 1.04 -0.59
C 0.35 0.38 -0.22
N 0.54 0.06 -1.74
C -0.44 -0.66 0.53
C -1.89 -0.98 0.04
S -3.17 0.08 0.78
H 2.96 1.04 1.86
H 1.38 0.73 2.38
H -0.21 1.31 -0.34
H 1.19 0.84 -1.94
H -0.27 0.03 -2.35
H 0.98 -0.87 -1.82
H -0.50 -0.54 1.61
H 0.06 -1.66 0.41
H -2.03 -1.24 -1.01
H -2.08 -1.89 0.66
H -3.22 1.05 -0.14
*
```

As for the orbital gap: 9.2 eV. The LUMO energy is -3.60 eV. The HOMO energy is -12.75 eV.

=====

The winner here is *1*, beating the second structure by 0.729 eV.

=====

*1*
Entry from the OMol25 dataset: 11 unconnected molecules or ions with the total composition H22O11 (ωB97M-V with the def2-TZVPD basis set).

Geometry as ORCA input:
```
! wB97M-V def2-TZVPD RIJCOSX def2/J DEFGRID3
* xyz 0 1
O 1.19 2.61 -2.54
H 1.67 3.23 -3.12
H 1.92 2.20 -2.00
O 2.18 -2.46 -1.51
H 1.61 -2.69 -2.26
H 1.63 -2.74 -0.82
O -0.44 1.70 1.70
H -0.73 1.52 0.78
H 0.43 2.12 1.75
O -0.54 -3.14 -0.69
H -0.53 -3.09 0.31
H -1.20 -2.49 -1.05
O 1.15 -1.52 1.33
H 0.79 -0.68 1.14
H 1.97 -1.33 1.85
O -0.71 1.31 -0.90
H -0.36 2.05 -1.39
H -1.23 0.71 -1.48
O 2.52 1.39 1.87
H 2.67 2.34 1.83
H 2.57 1.22 0.89
O 2.12 0.41 -0.78
H 2.00 -0.46 -1.13
H 1.17 0.80 -0.84
O -2.66 -0.69 -1.37
H -3.17 -0.29 -0.70
H -3.21 -0.69 -2.15
O -3.26 0.49 0.99
H -2.62 0.17 1.62
H -3.99 0.86 1.48
O -1.37 -1.00 2.39
H -0.88 -0.20 2.61
H -0.71 -1.67 2.22
*
```

As for the orbital gap: 11.0 eV. The LUMO energy is 0.20 eV. The HOMO energy is -10.84 eV.

=====

*2*
Entry from the OMol25 dataset: 11 unconnected molecules or ions with the total composition H22O11 (ωB97M-V with the def2-TZVPD basis set).

Geometry as ORCA input:
```
! wB97M-V def2-TZVPD RIJCOSX def2/J DEFGRID3
* xyz 0 1
O -2.53 -2.37 -0.17
H -2.40 -1.68 -0.83
H -3.19 -2.03 0.45
O -2.51 -0.32 -2.18
H -2.93 0.35 -1.63
H -2.57 0.02 -3.08
O -1.38 0.52 1.72
H -1.64 1.32 1.26
H -2.21 0.12 2.02
O 0.27 3.27 0.61
H 0.32 2.54 -0.02
H -0.25 3.95 0.16
O 1.90 -2.76 -1.41
H 1.51 -2.03 -0.91
H 1.56 -2.67 -2.30
O -0.64 -3.57 2.11
H -0.20 -4.28 1.65
H -1.05 -3.05 1.41
O 0.52 -0.55 -0.07
H 0.30 -0.25 -0.96
H -0.14 -0.14 0.51
O 2.91 2.25 -2.10
H 2.07 1.94 -1.75
H 3.37 2.62 -1.34
O -0.10 1.62 -1.74
H 0.07 2.29 -2.41
H -1.06 1.50 -1.74
O 3.28 -0.84 0.91
H 3.55 -1.59 0.38
H 2.38 -0.66 0.63
O 0.55 1.27 3.77
H 0.28 2.14 4.08
H -0.02 1.10 3.00
*
```

As for the orbital gap: 9.0 eV. The LUMO energy is -1.23 eV. The HOMO energy is -10.20 eV.

=====

The winner here is *1*, beating the second structure by 1.278 eV.